# 1
17
Properties=species:S:1:pos:R:3 method="wB97M-V/def2-TZVPD" orbital_gap_ev=10.2 total_charge=0 relative_energy_kcal_mol=68.3
H 2.112 0.339 -1.570
H 1.794 1.357 1.140
H 0.631 1.990 -0.035
H -3.611 1.219 -1.424
C -0.080 -1.136 0.166
H -1.996 -1.548 1.336
C -2.882 0.657 -0.842
C -2.206 0.035 -0.083
C 0.885 -0.225 0.004
C 2.080 -0.467 -0.838
H 2.088 -1.461 -1.357
H 3.033 -0.548 -0.392
C 0.823 1.186 0.666
C -1.356 -0.729 0.816
H -0.062 1.260 1.315
H -1.229 0.064 1.534
H -0.026 -1.992 -0.435

# 2
45
Properties=species:S:1:pos:R:3 method="wB97M-V/def2-TZVPD" orbital_gap_ev=8.2 total_charge=0 relative_energy_kcal_mol=56.6
C 7.872 -1.932 -0.245
O -6.661 0.669 0.553
C 7.147 0.110 0.536
O -5.300 -1.440 -0.827
H -5.333 -3.333 -1.459
H -2.681 -0.973 -1.047
O 4.344 2.525 1.101
H -0.748 2.084 0.017
C 4.795 -0.220 1.496
C 3.793 1.714 0.389
C 2.870 2.141 -0.767
H 3.252 1.719 -1.704
C -4.582 -2.565 -1.279
H -4.050 -2.354 -2.211
C -5.323 0.663 0.286
H 4.997 0.550 2.247
H 2.857 3.231 -0.815
C -0.266 0.242 -0.815
N -6.424 -2.404 1.970
C -1.137 1.127 -0.304
O 1.956 -0.303 -1.393
O 1.517 1.746 -0.579
C -4.602 -0.352 -0.374
H -2.800 2.855 0.836
C 8.178 -0.618 -0.099
C -4.648 1.808 0.703
C -3.295 1.958 0.500
H -3.880 -2.919 -0.520
N 3.914 0.383 0.513
C 1.161 0.510 -0.962
H -5.227 2.573 1.196
S 6.319 -2.309 0.386
H -7.550 -0.882 -0.524
C -6.880 -1.584 1.318
C -3.237 -0.197 -0.549
H 8.463 -2.711 -0.684
C 6.077 -0.661 0.868
H 9.103 -0.181 -0.427
H 4.283 -1.067 1.960
H -0.555 -0.744 -1.148
H 3.485 -0.219 -0.182
C -7.430 -0.517 0.505
C -2.559 0.947 -0.121
H 7.192 1.164 0.744
H -8.409 -0.231 0.907

# 3
85
Properties=species:S:1:pos:R:3 method="wB97M-V/def2-TZVPD" orbital_gap_ev=8.0 total_charge=0
C 5.424 10.359 -1.560
H 5.064 9.787 -3.608
O -1.013 0.030 0.275
H 7.939 11.588 -3.171
H 3.812 6.684 -0.674
H 0.287 -1.632 3.279
H 4.110 11.178 -3.062
O 4.450 4.170 2.662
C -4.153 -3.012 -1.170
C 0.539 -3.875 -0.401
S 4.567 -4.125 1.358
C -4.566 -3.621 1.272
H -2.137 -4.935 4.448
N 4.537 5.716 1.037
C 3.039 0.483 2.804
H -4.590 -1.627 0.424
C 4.522 10.213 -2.764
C -8.812 -4.338 -4.472
H 3.367 7.449 0.856
C 2.407 -1.681 1.957
H -6.583 -7.555 -3.522
H -9.512 -3.828 -3.808
C 2.031 -1.103 0.755
C 0.148 -2.699 3.318
H -3.809 -3.217 1.935
H -0.421 -6.492 3.600
H 6.256 11.759 -3.675
H 3.252 6.997 3.119
C -0.457 -5.014 -0.519
C -7.311 -6.813 -3.834
H 0.554 -3.312 -1.329
C 4.026 5.213 2.186
C 2.915 5.996 2.848
O -5.617 -5.294 -3.084
O 5.191 9.786 -0.507
H 5.274 5.150 0.646
S 2.220 -4.545 -0.193
N -2.005 -2.119 0.382
H 6.987 12.975 -2.627
C 2.139 0.270 0.589
H -0.499 -5.575 0.406
H 1.668 -1.704 -0.064
C -1.518 -1.006 0.322
H 1.828 0.704 -0.346
H 0.317 -3.202 0.415
H -4.175 -4.566 0.917
H -2.601 -5.118 -0.275
H -7.523 -6.948 -4.895
Br -4.852 -1.943 -2.611
H 7.074 11.213 -0.854
N -7.485 -4.365 -3.891
H 3.706 9.550 -2.496
C -1.233 -4.557 4.002
C 2.918 -0.888 2.974
H 2.052 6.085 2.187
N 6.514 11.157 -1.690
H -0.066 -5.701 -1.266
C 4.162 6.933 0.331
C -4.842 -2.641 0.132
C 6.946 11.909 -2.853
H 3.230 -1.358 3.894
H -9.171 -5.347 -4.639
C 2.636 1.066 1.612
H -8.803 -3.812 -5.428
H 3.454 1.083 3.595
H 2.720 2.132 1.481
C 2.972 -3.873 1.233
H 5.008 7.606 0.244
C -1.894 -4.639 -0.944
H -8.232 -6.960 -3.270
H -5.912 -2.635 -0.058
C 1.095 -3.577 2.790
H -7.033 -3.485 -3.684
C -0.270 -5.427 3.518
P -2.294 -2.867 -1.190
H -5.455 -3.778 1.870
C -6.727 -5.444 -3.569
N 2.297 -3.096 2.214
H 1.628 -5.637 2.555
C 0.885 -4.946 2.921
H -2.094 -5.047 -1.932
H -1.727 -2.494 4.300
H 2.619 5.466 3.748
H -4.392 -4.048 -1.386
C -1.003 -3.190 3.910

# 4
76
Properties=species:S:1:pos:R:3 method="wB97M-V/def2-TZVPD" orbital_gap_ev=6.2 total_charge=0 relative_energy_kcal_mol=0.0
H 1.747 -0.050 -2.520
C -2.969 1.994 -3.960
H 4.083 -1.535 -0.781
C -3.795 -2.782 0.830
C -0.565 0.569 2.173
H -4.024 -2.926 1.878
O 1.820 -2.169 -0.654
H -0.545 -3.018 3.320
H 4.143 0.483 -2.659
C 5.594 -1.369 0.742
C 3.395 2.157 0.188
H -2.900 3.637 2.316
C 1.960 -2.287 0.614
H -5.842 -2.753 0.180
C -0.896 1.236 0.990
H 1.453 2.284 1.073
C -2.678 1.049 -1.778
F -4.070 1.267 -5.910
H 0.101 -0.290 2.141
C -1.603 2.186 -4.064
H 0.297 1.977 -3.111
C 3.547 0.887 -1.851
H -1.185 2.625 -4.960
H -1.971 -4.022 3.004
C 3.609 -2.206 2.502
H 6.365 -1.037 0.058
F 6.143 2.195 0.279
C -2.473 -2.696 0.436
P -0.281 0.494 -0.558
N -0.171 -1.641 -4.203
C -4.804 -2.681 -0.117
H -5.226 -2.412 -2.213
Pt -0.184 -2.184 -1.103
H -2.162 -2.291 3.312
C -3.512 1.430 -2.813
H 5.108 -2.053 4.025
C 2.033 1.893 0.247
C 5.622 1.920 -0.926
F -3.366 3.307 -5.880
H -3.106 0.600 -0.887
C -3.869 2.330 -5.112
C -1.295 1.243 -1.866
C 5.877 -1.514 2.094
C -1.350 -2.776 1.384
N 0.982 -2.536 1.494
C 4.322 -1.645 0.268
C -2.475 2.557 4.752
C 3.324 -2.059 1.145
C 4.147 1.649 -0.856
F 6.299 0.868 -1.421
C -0.769 1.816 -3.018
F -3.687 3.117 4.614
F -5.083 2.734 -4.696
H -4.583 1.290 -2.733
N -0.204 -2.591 0.828
H -2.802 -2.227 -2.801
C -1.735 2.349 1.054
C -3.133 -2.392 -1.785
H 6.870 -1.294 2.465
F -1.683 3.474 5.331
C -1.921 2.093 3.434
C -4.470 -2.488 -1.444
C 1.421 1.113 -0.732
N -2.166 -2.495 -0.874
C 4.885 -1.936 2.972
H -0.806 0.480 4.305
F 5.902 2.967 -1.722
C -1.520 -3.040 2.842
H 2.826 -2.527 3.174
H 3.870 2.746 0.962
C 2.194 0.607 -1.781
C -0.157 -1.905 -3.075
F -2.600 1.544 5.625
C -2.248 2.774 2.271
H -1.988 2.887 0.150
C -1.067 1.000 3.391